Record 1
C23H50FeN5O4SSi | ωB97M-V/def2-TZVPD

Summary:
max |F| = 0.46 eV/Å
energy relative to the best compared isomer or geometry (same formula, charge and spin) = 0.000 eV
charge = +1
multiplicity = 5
gap between HOMO and LUMO (spin up / spin down) = 8.98 / 8.51 eV

Last column: Mulliken charge in e.
Atoms and positions in Å:
Fe 0.42 -1.09 1.24  1.1864
C 0.52 -4.22 1.91  -0.7449
C 1.32 -3.52 3.00  -0.9244
N 0.80 -2.18 3.29  -0.0540
C -0.33 -2.12 4.23  -1.0632
C -1.69 -2.51 3.64  -0.6407
S -2.03 -1.75 2.02  -0.0098
C -2.20 -3.20 0.93  -0.8503
C -0.98 -3.54 0.07  -0.5351
N 0.30 -3.33 0.76  -0.0475
H -0.46 -4.52 2.29  0.2618
H 1.03 -5.14 1.63  0.4446
H 2.35 -3.40 2.66  0.3003
H 1.34 -4.15 3.90  0.5131
H 1.55 -1.63 3.70  0.2495
H -0.39 -1.09 4.60  0.3585
H -0.15 -2.76 5.11  0.4425
H -2.46 -2.18 4.33  0.5784
H -1.79 -3.59 3.55  0.3379
H -3.03 -2.98 0.26  0.5097
H -2.52 -4.04 1.55  0.5770
H -0.97 -2.90 -0.80  0.0423
H -1.09 -4.58 -0.27  0.4115
H 1.04 -3.47 0.08  0.2198
C 5.43 -1.05 0.89  -0.2800
C 4.80 -0.43 1.95  -1.2246
C 3.41 -0.49 2.03  -0.3813
N 2.66 -1.13 1.13  1.2416
C 3.29 -1.71 0.10  -0.6136
C 4.66 -1.70 -0.06  -0.9587
H 6.51 -1.02 0.80  0.4219
H 5.35 0.11 2.71  0.4529
H 2.88 0.03 2.82  0.4363
H 2.65 -2.18 -0.64  0.4216
H 5.10 -2.19 -0.91  0.4638
N 1.21 1.76 2.42  -0.6467
N 0.09 0.85 2.36  -0.0345
H 0.87 2.71 2.58  0.3926
H 1.60 1.78 1.48  0.0472
H -0.62 1.25 1.73  -0.1249
H -0.30 0.82 3.29  0.3616
C 1.89 3.25 -1.45  -1.3098
C 1.71 1.98 -2.27  1.8181
C 2.06 2.24 -3.73  -1.9885
C 2.58 0.86 -1.71  -1.4236
O 0.34 1.58 -2.27  -0.0054
Si -0.70 0.99 -1.15  -1.6883
O -0.17 -0.30 -0.37  1.3622
O -1.01 2.11 0.04  0.6228
C -1.93 3.22 0.09  1.4456
C -1.42 4.12 1.20  -1.7361
C -3.31 2.68 0.44  -1.4668
C -1.96 3.98 -1.23  -1.2656
O -2.12 0.81 -1.94  -0.2740
C -2.58 0.01 -3.04  1.5524
C -2.76 -1.42 -2.54  -1.2760
C -1.58 0.06 -4.19  -1.5395
C -3.91 0.61 -3.45  -1.8377
H 2.94 3.53 -1.41  0.4769
H 1.52 3.10 -0.43  0.0080
H 1.34 4.07 -1.90  0.3634
H 3.10 2.57 -3.83  0.4081
H 1.41 3.01 -4.14  0.4130
H 1.93 1.33 -4.32  0.3696
H 3.63 1.12 -1.79  0.5861
H 2.40 -0.07 -2.27  0.3366
H 2.34 0.67 -0.66  -0.1287
H -1.40 3.58 2.15  0.2878
H -2.06 4.99 1.33  0.4820
H -0.41 4.47 0.97  0.3134
H -3.29 2.16 1.40  0.2838
H -3.65 1.99 -0.33  0.0379
H -4.03 3.50 0.51  0.4970
H -0.96 4.34 -1.49  0.1899
H -2.62 4.85 -1.14  0.5527
H -2.33 3.35 -2.04  0.0441
H -1.80 -1.79 -2.18  -0.0299
H -3.10 -2.07 -3.35  0.4983
H -3.49 -1.45 -1.73  0.3066
H -0.62 -0.35 -3.89  0.1770
H -1.42 1.09 -4.51  0.3348
H -1.96 -0.52 -5.04  0.4707
H -4.60 0.61 -2.61  0.3540
H -4.36 0.03 -4.26  0.4379
H -3.78 1.63 -3.79  0.4006


Record 2
C23H50HgNO9S4 | ωB97M-V/def2-TZVPD

Summary:
max |F| = 2.98 eV/Å
energy relative to the best compared isomer or geometry (same formula, charge and spin) = 6.595 eV
charge = +1
multiplicity = 1
gap between HOMO and LUMO = 1.30 eV

Last column: Mulliken charge in e.
Atoms and positions in Å:
Hg -2.73 -4.58 1.39  0.4788
C -2.06 -0.36 -0.82  -0.3666
O -2.53 -1.62 -1.12  -0.1910
H -1.15 -0.14 -1.39  0.2731
H -2.79 0.41 -1.03  0.2453
H -1.75 -0.30 0.22  0.2855
C 4.39 1.81 -4.37  -1.2176
C 5.37 2.54 -3.46  -0.5144
N 6.62 2.88 -4.25  0.0830
C 6.90 4.39 -4.42  -0.5217
C 5.78 5.08 -5.20  -1.2947
C 7.84 2.30 -3.75  -0.3415
C 7.95 0.81 -3.55  -1.3382
H 4.39 2.21 -5.38  0.2941
H 3.40 1.94 -3.93  0.3586
H 4.48 0.72 -4.41  0.3506
H 4.89 3.47 -3.15  0.3464
H 5.61 1.97 -2.57  0.4037
H 6.92 4.67 -3.37  0.4341
H 7.83 4.61 -4.94  0.4189
H 5.95 4.74 -6.22  0.3231
H 4.75 4.88 -4.91  0.3247
H 5.81 6.14 -4.97  0.3887
H 7.99 2.72 -2.76  0.3712
H 8.61 2.64 -4.45  0.3599
H 7.64 0.32 -4.47  0.3452
H 7.30 0.40 -2.78  0.3025
H 8.97 0.51 -3.30  0.3953
C -3.16 1.00 7.73  -0.6045
C -2.89 -0.28 8.56  -0.5736
C -2.93 -1.47 7.56  -0.7382
S -1.83 -0.83 6.17  0.9872
O -2.31 -1.46 4.91  -0.6207
O -0.41 -0.86 6.55  -0.6103
C -2.38 0.92 6.33  -0.6022
H -2.68 1.83 8.26  0.2589
H -4.23 1.20 7.66  0.3582
H -3.63 -0.43 9.34  0.3458
H -1.91 -0.25 9.04  0.3234
H -3.90 -1.61 7.08  0.3404
H -2.51 -2.43 7.84  0.4181
H -3.12 1.13 5.57  0.3130
H -1.69 1.75 6.16  0.4053
C 2.43 5.34 1.19  -0.5529
C 2.03 4.11 1.97  -0.5178
C 2.93 4.00 3.23  -0.7952
S 4.62 4.44 2.57  1.0249
O 5.20 3.22 1.93  -0.6203
O 5.32 5.08 3.67  -0.6322
C 3.92 5.67 1.38  -0.6113
H 1.93 6.25 1.52  0.2582
H 2.12 5.19 0.16  0.3117
H 2.22 3.23 1.36  0.2828
H 1.02 4.05 2.38  0.3527
H 2.95 3.04 3.75  0.4385
H 2.64 4.81 3.90  0.3403
H 4.52 5.65 0.47  0.3571
H 4.10 6.60 1.92  0.3619
C -10.62 -1.08 1.31  -0.7378
C -9.87 -0.23 0.30  -0.5297
C -8.45 -0.83 0.25  -0.6949
S -7.98 -1.17 1.97  1.0664
O -7.60 0.03 2.69  -0.6285
O -7.12 -2.36 2.06  -0.6587
C -9.73 -1.52 2.50  -0.5805
H -11.01 -1.95 0.79  0.3138
H -11.56 -0.64 1.65  0.3574
H -9.84 0.75 0.78  0.2905
H -10.32 -0.17 -0.69  0.3431
H -7.67 -0.14 -0.07  0.4108
H -8.47 -1.76 -0.31  0.3387
H -9.77 -0.97 3.43  0.3655
H -9.78 -2.59 2.71  0.3466
C 1.06 -8.07 -5.16  -0.5517
C 1.31 -6.60 -4.86  -0.6411
C -0.05 -5.99 -4.55  -0.6123
S -0.97 -7.23 -3.60  1.0237
O -2.23 -7.57 -4.33  -0.6403
O -1.09 -6.89 -2.18  -0.6402
C 0.26 -8.57 -3.95  -0.7128
H 2.02 -8.59 -5.14  0.3107
H 0.67 -8.25 -6.16  0.3096
H 1.82 -6.07 -5.68  0.3303
H 2.05 -6.56 -4.06  0.3110
H -0.63 -5.81 -5.45  0.3580
H 0.07 -5.04 -4.02  0.3754
H -0.14 -9.59 -3.96  0.4209
H 0.90 -8.57 -3.07  0.3600